C3H7NO3S | ωB97M-V/def2-TZVPD

Geometry as ORCA input:
```
! wB97M-V def2-TZVPD RIJCOSX def2/J DEFGRID3
* xyz 0 1
C -1.834 0.091 -0.388
C -1.956 -0.455 1.051
C 0.114 0.303 0.598
N -0.453 0.593 -0.497
O 1.826 0.157 -1.900
O 3.148 0.347 0.226
O -0.695 -0.175 1.648
S 2.780 -0.773 -0.889
H -2.046 -0.702 -1.030
H -2.389 0.966 -0.592
H -2.665 0.066 1.581
H -2.099 -1.482 0.975
H 1.204 0.249 0.647
H 4.120 0.584 0.216
H 0.945 0.231 -1.647
*
```

For the frontier orbital gap, the calculation gives 9.3033 eV. The value obtained for the HOMO energy is -8.71 eV. As for the SMILES: C1=NCCO1.OSO. The energy above the lowest of the compared OMol25 structures with the same formula, charge and spin comes out at 189.3 kJ/mol.


C3H7NO3S | ωB97M-V/def2-TZVPD

Geometry as ORCA input:
```
! wB97M-V def2-TZVPD RIJCOSX def2/J DEFGRID3
* xyz 0 1
C -0.924 -0.695 0.062
C -2.402 -0.429 -0.113
C 1.984 1.691 -0.065
N -0.361 -1.854 0.055
O -0.232 0.418 0.140
O 1.682 -0.690 -1.182
O 1.878 -0.511 1.270
S 1.422 -0.005 0.057
H -2.683 0.036 0.765
H -2.553 0.218 -0.927
H -3.021 -1.364 -0.175
H 1.572 2.183 -0.943
H 1.716 2.291 0.826
H 2.975 1.301 0.071
H -1.053 -2.591 0.161
*
```

For the frontier orbital gap, the calculation gives 10.6281 eV. The value obtained for the HOMO energy is -9.97 eV. As for the SMILES: [H]/N=C(\C)OS(C)(=O)=O. The energy above the lowest of the compared OMol25 structures with the same formula, charge and spin comes out at 130.3 kJ/mol.


C3H7NO4 | ωB97M-V/def2-TZVPD

Geometry as ORCA input:
```
! wB97M-V def2-TZVPD RIJCOSX def2/J DEFGRID3
* xyz 0 1
C 1.326 0.020 1.244
C -0.391 0.397 -1.818
C 0.205 -0.880 0.813
O -0.467 -0.437 -2.885
O 0.419 1.290 -1.701
O 0.313 -2.087 0.723
H 0.340 -0.275 -3.424
H 1.461 0.900 0.615
H 2.279 -0.510 1.193
H 1.163 0.400 2.255
N -1.107 -0.299 0.692
O -1.456 0.836 1.494
H -0.958 1.557 1.061
H -1.868 -0.967 0.600
H -1.259 0.055 -0.864
*
```

For the frontier orbital gap, the calculation gives 9.9648 eV. The value obtained for the HOMO energy is -9.30 eV. As for the SMILES: CC(=O)NO.O=CO. The energy above the lowest of the compared OMol25 structures with the same formula, charge and spin comes out at 389.7 kJ/mol.


C3H7NO4 | ωB97M-V/def2-TZVPD

Geometry as ORCA input:
```
! wB97M-V def2-TZVPD RIJCOSX def2/J DEFGRID3
* xyz 0 1
C 0.089 -1.715 -0.151
C -0.240 -0.285 0.066
C -1.597 0.351 -0.639
O -1.822 1.650 -0.136
O 0.204 0.469 -0.905
O 2.951 0.218 1.559
N 2.964 1.390 1.136
O 3.915 2.130 1.028
H -0.668 -2.450 0.164
H 0.243 -1.804 -1.244
H 1.070 -1.885 0.314
H -0.331 -0.019 1.186
H -1.639 0.187 -1.730
H -2.440 -0.259 -0.269
H -2.699 2.023 -0.380
*
```

For the frontier orbital gap (spin up / spin down), the calculation gives 6.2856 / 9.4663 eV. The value obtained for the HOMO energy (spin up / spin down) is -8.60 / -9.73 eV. The energy above the lowest of the compared OMol25 structures with the same formula, charge and spin comes out at 893.6 kJ/mol.


C3H7NO4P | ωB97M-V/def2-TZVPD

Geometry as ORCA input:
```
! wB97M-V def2-TZVPD RIJCOSX def2/J DEFGRID3
* xyz -1 3
C -2.620 -1.049 -0.640
C -1.762 -0.084 -0.646
C 1.966 -0.107 0.097
N 2.254 1.130 0.681
O 2.556 -1.274 0.664
O 0.211 -1.995 -0.441
O -0.368 -0.779 1.754
O 2.181 -0.096 -1.240
P -0.031 -0.700 0.305
H -3.450 -0.941 -1.362
H -2.471 -2.079 -0.243
H -1.849 0.776 -1.139
H 1.847 -1.886 0.577
H 1.857 1.386 1.599
H 3.170 1.478 0.567
H 1.335 -0.528 -1.590
*
```

For the frontier orbital gap (spin up / spin down), the calculation gives 4.3977 / 6.8561 eV. The value obtained for the HOMO energy (spin up / spin down) is -0.41 / -5.22 eV. The energy above the lowest of the compared OMol25 structures with the same formula, charge and spin comes out at 286.0 kJ/mol.


C3H7NO7 | ωB97M-V/def2-TZVPD

Geometry as ORCA input:
```
! wB97M-V def2-TZVPD RIJCOSX def2/J DEFGRID3
* xyz 0 1
N 0.151 0.383 -0.042
O 1.197 1.079 0.045
O -0.420 -0.032 1.004
O -0.330 0.097 -1.171
C -5.951 2.465 1.969
O -5.252 2.878 3.161
C -4.015 3.444 3.038
C -3.413 3.776 4.420
O -4.025 4.955 4.900
O -3.022 2.545 2.495
O -3.365 2.222 1.244
H -6.966 2.257 2.316
H -5.983 3.268 1.219
H -5.518 1.546 1.558
H -4.047 4.386 2.465
H -3.611 2.893 5.057
H -2.332 3.913 4.251
H -3.639 5.141 5.772
*
```

For the frontier orbital gap (spin up / spin down), the calculation gives 5.9828 / 9.2553 eV. The value obtained for the HOMO energy (spin up / spin down) is -10.50 / -10.22 eV. The energy above the lowest of the compared OMol25 structures with the same formula, charge and spin comes out at 11.0 kJ/mol.


C3H7NOP | ωB97M-V/def2-TZVPD

Geometry as ORCA input:
```
! wB97M-V def2-TZVPD RIJCOSX def2/J DEFGRID3
* xyz 1 1
C -1.188 0.602 -0.650
C -1.790 0.313 0.763
C 1.832 -0.574 -0.218
N 2.504 0.503 0.198
O -0.396 -1.962 -0.327
P -0.002 -0.472 0.225
H -1.832 0.178 -1.452
H -0.747 1.628 -0.857
H -1.653 0.938 1.579
H -2.547 -0.339 0.717
H 0.387 -2.644 -0.436
H 1.955 1.250 0.595
H 3.475 0.579 -0.137
*
```

For the frontier orbital gap, the calculation gives 8.4287 eV. The value obtained for the HOMO energy is -14.13 eV. As for the SMILES: [NH2+]=C=P1(O)CC1. The energy above the lowest of the compared OMol25 structures with the same formula, charge and spin comes out at 195.7 kJ/mol.


C3H7NOPS | ωB97M-V/def2-TZVPD

Geometry as ORCA input:
```
! wB97M-V def2-TZVPD RIJCOSX def2/J DEFGRID3
* xyz -1 1
C -3.674 -0.436 0.226
C 1.093 0.715 -0.855
C -0.783 -0.101 1.354
N -1.333 -0.902 -1.115
O -3.865 -1.601 0.455
P -0.842 0.529 -0.488
S -3.979 1.063 -0.162
H 1.457 1.764 -1.071
H 1.461 0.081 -1.758
H 1.559 0.192 -0.021
H -1.844 -0.315 1.465
H -0.584 0.732 2.074
H -0.198 -0.933 1.527
H -1.623 -0.728 -2.033
*
```

For the frontier orbital gap, the calculation gives 5.5351 eV. The value obtained for the HOMO energy is -2.30 eV. The energy above the lowest of the compared OMol25 structures with the same formula, charge and spin comes out at 221.4 kJ/mol.